ORCA calculation (ωB97M-V/def2-TZVPD) on a cluster of 4 separate species, CH11N2O3 in total.

E_LUMO = -2.8 eV
Orbital gap = 12.113 eV
Electronic energy = -379.73252 Eh

The geometry in ORCA input format:
```
! RIJCOSX wB97M-V def2-TZVPD def2/J DEFGRID3
* xyz 1 1
N -1.0911 -0.3382 -0.3183
C -0.9847 -0.3345 -1.6233
N 0.1245 -0.0203 -2.2437
H -0.3809 0.0369 0.2917
H -1.9361 -0.6936 0.1246
H -1.7569 -0.8281 -2.1700
H 0.0551 0.0666 -3.2477
H 0.9566 0.3453 -1.7544
H -2.2458 -0.6536 2.6741
H -2.5279 -2.1562 2.2032
O -2.4986 -1.2320 1.9502
H 2.5195 2.1542 -1.0122
H 1.9239 1.1757 0.1273
O 1.7997 1.5718 -0.7613
H 1.8354 0.9419 2.3845
H 2.4370 -0.3627 1.7334
O 1.7704 0.3266 1.6419
*
```

Electronic structure analysis, Löwdin charges in units of e: 0.192, -0.166, 0.182, 0.107, 0.093, 0.154, 0.137, 0.088, 0.060, 0.062, -0.042, 0.068, 0.002, -0.068, 0.084, 0.080, -0.033